Below is C6H12N2O in the gas phase, with properties calculated with the ωB97M-V functional and the def2-TZVPD basis.

Computed properties:
SMILES string   CC[C@@]1(CN)CN1C=O
Net charge   0
HOMO-LUMO gap   0.3718 Eh
Strongest force on any atom   0.0462 hartree/bohr

Each line ends with the natural charge from an NBO analysis.
Element x y z (Å)
C -0.20 2.27 -0.62  -0.5987
C 0.72 1.13 -0.50  -0.4185
C 0.08 -0.10 0.07  0.1040
C 0.90 -1.37 0.15  -0.2298
C -1.01 0.00 1.12  -0.2490
C -1.98 -1.40 -0.70  0.5346
H -1.01 2.02 -1.33  0.2245
H 0.36 3.19 -1.00  0.2138
H -0.64 2.48 0.34  0.1941
H 1.02 0.94 -1.56  0.2168
H 1.62 1.44 0.09  0.2105
H 0.33 -2.16 0.69  0.1950
H 1.09 -1.72 -0.87  0.2177
H 2.88 -0.70 0.30  0.3606
H 2.10 -0.84 1.75  0.3559
H -1.18 -0.93 1.75  0.2000
H -1.30 0.93 1.61  0.2082
H -2.98 -1.54 -0.26  0.1168
N 2.15 -1.24 0.83  -0.8295
N -1.37 -0.21 -0.30  -0.4591
O -1.56 -2.21 -1.53  -0.5681